1.
The following is a DFT calculation (ωB97M-V with the def2-TZVPD basis set) of a molecular structure, C2HCl3F2O2S2 in a non-equilibrium geometry.

Properties
Kohn-Sham gap (spin up / spin down): 6.0 / 9.0 eV

Structure (ORCA input):
```
! wB97M-V def2-TZVPD RIJCOSX def2/J DEFGRID3
* xyz 0 1
C -1.73091 1.15881 -0.72099
C 2.31029 -1.24917 0.02028
O -2.67010 1.17227 1.72592
O -0.24095 -0.52091 0.95902
F -0.87491 2.00526 -1.35590
F -3.02559 1.20509 -1.07592
S -1.39454 1.45613 1.15744
S 0.83265 -1.55120 1.28763
Cl 2.56936 -2.90549 -0.75068
Cl 3.87994 -0.61419 0.63224
Cl 1.64705 -0.16345 -1.13991
H -1.30230 0.00685 -0.73915
*
```

---

2.
The following is a DFT calculation (ωB97M-V with the def2-TZVPD basis set) of a molecular structure, C37H30N6O2PRuS2 in a non-equilibrium geometry.

Properties
Kohn-Sham gap (spin up / spin down): 6.8 / 7.1 eV

Structure (ORCA input):
```
! wB97M-V def2-TZVPD RIJCOSX def2/J DEFGRID3
* xyz 0 2
Ru 0.53228 -0.09214 -0.37785
C 2.54937 -2.73432 1.10891
C 1.80548 -1.55291 1.61162
N 2.10229 -0.38748 1.10492
N 2.04036 0.67047 2.06190
C 1.84334 1.79507 1.48545
S 1.31304 1.95881 -0.19540
S 1.92302 3.32491 2.33797
C 2.63345 2.82734 3.92941
C 1.61218 2.78906 5.03730
C 1.72204 3.61032 6.14956
C 0.78403 3.54256 7.17620
C -0.26999 2.64736 7.09624
C -0.38372 1.81777 5.98328
C 0.54724 1.89229 4.96274
C 0.79081 -1.63021 2.63232
C 0.90315 -2.36339 3.82625
C -0.08814 -2.30231 4.77269
C -1.23023 -1.52510 4.50498
C -1.38892 -0.85227 3.31901
C -0.39489 -0.91615 2.32314
O -0.68375 -0.39783 1.13313
H 2.99316 -2.52023 0.14034
H 1.94126 -3.63572 1.07626
H 3.36606 -2.89303 1.82292
H 3.44117 3.52191 4.15330
H 3.06442 1.83777 3.78160
H 2.54703 4.31087 6.21873
H 0.88117 4.19141 8.03773
H -1.00094 2.59114 7.89312
H -1.20094 1.10944 5.91319
H 0.46153 1.24258 4.09770
H 1.80413 -2.93891 4.00432
H 0.00130 -2.83027 5.71173
H -2.01550 -1.46707 5.24995
H -2.29106 -0.29021 3.10864
N -1.90764 1.59092 -0.24877
C -2.24266 2.11344 -1.50235
C -2.99743 3.27930 -1.65069
C -3.32159 3.74447 -2.91042
C -2.91624 3.04967 -4.05076
C -2.13721 1.91844 -3.90859
C -1.75649 1.45903 -2.64518
P -0.56645 0.09835 -2.45282
C 0.76594 0.49432 -3.62455
C 1.07161 1.83019 -3.88877
C 2.17173 2.15099 -4.66701
C 2.98343 1.14589 -5.17878
C 2.69781 -0.18233 -4.90362
C 1.59667 -0.50633 -4.12265
C -1.41853 -1.38455 -3.03630
C -1.34956 -1.82883 -4.35391
C -2.06315 -2.95531 -4.74685
C -2.85113 -3.63529 -3.83028
C -2.93474 -3.18817 -2.51713
C -2.21754 -2.07056 -2.12248
H -2.07119 2.20782 0.53364
H -2.28786 0.68162 -0.03925
H -3.34614 3.79991 -0.76675
H -3.91520 4.64483 -3.01040
H -3.19452 3.40240 -5.03482
H -1.78257 1.39725 -4.79186
H 0.45360 2.62386 -3.48786
H 2.39934 3.18971 -4.86918
H 3.84515 1.40072 -5.78264
H 3.33111 -0.97490 -5.28093
H 1.40580 -1.54301 -3.89077
H -0.73809 -1.30857 -5.07932
H -1.99463 -3.30271 -5.76997
H -3.39556 -4.52007 -4.13484
H -3.53615 -3.72511 -1.79484
H -2.25305 -1.75405 -1.08554
O 1.04872 -1.87102 -1.21436
N 0.29102 -2.89690 -0.87628
C 0.45008 -3.93674 -1.63041
C 1.34128 -3.94068 -2.76563
N 2.04125 -3.95281 -3.67698
C -0.35591 -5.08905 -1.31721
N -0.99851 -6.00761 -1.06512
*
```

---

3.
The following is a DFT calculation (ωB97M-V with the def2-TZVPD basis set) of 11 unconnected molecules or ions with the total composition C21H64N2O11 in a non-equilibrium geometry.

Properties
Kohn-Sham gap: 9.6 eV

Structure (ORCA input):
```
! wB97M-V def2-TZVPD RIJCOSX def2/J DEFGRID3
* xyz 0 1
N 1.36378 0.48636 -2.92099
C 2.32451 0.97507 -3.81027
N 2.01267 2.19024 -4.35504
O 3.38943 0.41129 -4.07844
H 1.48072 -0.44263 -2.53912
H 0.39032 0.83066 -3.12581
H 1.07919 2.56132 -4.40691
H 2.72571 2.59775 -4.89474
C -3.27535 -5.39586 3.63927
C -3.20672 -4.04456 3.04133
O -3.64249 -2.95800 3.86045
H -4.22206 -5.72202 4.02642
H -2.55875 -5.52526 4.44222
H -3.04002 -6.13732 2.82200
H -3.79375 -4.05175 2.12719
H -2.19729 -3.84868 2.74944
H -4.46311 -3.24624 4.21540
C 2.53805 -0.89674 5.99737
C 1.55258 -1.44588 4.96726
O 1.22298 -0.56008 3.96798
H 3.51979 -0.70341 5.56900
H 2.56594 -1.53282 6.91495
H 2.06335 0.00017 6.35585
H 0.55344 -1.74550 5.39575
H 2.09598 -2.36180 4.58667
H 1.88255 -0.31578 3.29051
C -4.47311 -1.03275 -0.25227
C -4.21662 -1.13803 1.18250
O -2.85648 -1.38709 1.42063
H -3.76202 -0.37349 -0.69927
H -5.49360 -0.72223 -0.46825
H -4.38033 -1.97721 -0.77726
H -4.82447 -1.91349 1.63065
H -4.55586 -0.23935 1.74088
H -2.74827 -1.70422 2.33161
C -1.10507 5.71646 -2.56475
C 0.04880 5.25871 -3.40488
O -0.37824 4.38921 -4.48019
H -1.98877 5.96780 -3.17947
H -0.87829 6.59087 -1.98153
H -1.42064 4.89996 -2.01466
H 0.78211 4.70722 -2.73939
H 0.62523 6.00552 -3.98805
H -1.33001 4.32286 -4.39018
C -0.24183 2.80237 0.25566
C -0.68057 1.44359 0.86541
O -1.90009 1.01410 0.30091
H -0.18947 2.75836 -0.78898
H 0.76485 3.09069 0.58221
H -0.90461 3.59547 0.54283
H -0.67653 1.41697 2.02546
H 0.05720 0.71067 0.57493
H -2.11411 0.17526 0.77906
C 1.70993 -2.18035 1.11174
C 2.07196 -2.67509 -0.25101
O 2.42869 -1.57538 -1.11517
H 2.51116 -1.61223 1.51073
H 1.78583 -3.13754 1.60756
H 0.75063 -1.64006 1.16444
H 1.21801 -3.19290 -0.83118
H 2.93719 -3.29249 -0.08651
H 2.88703 -1.86315 -1.91866
C -1.71614 -5.39773 -2.23305
C -2.32353 -4.21758 -1.50868
O -2.05881 -3.00271 -2.23734
H -2.03772 -5.38636 -3.29933
H -2.06299 -6.33425 -1.78755
H -0.65830 -5.27983 -2.29254
H -1.79231 -4.24747 -0.53471
H -3.37668 -4.17569 -1.16189
H -2.83722 -2.71059 -2.72807
C 3.16496 3.13007 2.34899
C 3.63489 1.86020 2.99662
O 3.18535 0.70140 2.37163
H 2.07108 3.09808 2.34713
H 3.65530 3.30360 1.36227
H 3.46862 4.00036 2.97807
H 3.30214 1.82047 4.02524
H 4.73577 1.87779 3.03769
H 3.32672 0.82324 1.39703
C 5.42661 2.66633 -0.51001
C 4.20710 1.98645 -1.06589
O 3.97509 0.74860 -0.35175
H 6.37371 2.20270 -0.95641
H 5.42099 2.59563 0.56458
H 5.51034 3.71075 -0.82687
H 4.16916 1.76847 -2.18902
H 3.44084 2.67806 -0.80739
H 3.10126 0.42266 -0.72307
C -3.11806 0.49755 -4.05649
C -2.74367 1.52198 -2.97460
O -1.47324 1.18198 -2.36229
H -3.17792 -0.51911 -3.66801
H -2.53551 0.65327 -4.99387
H -4.07288 0.67518 -4.50116
H -3.61045 1.61319 -2.27790
H -2.73235 2.47250 -3.48822
H -1.66317 0.93325 -1.42643
*
```

---

4.
The following is a DFT calculation (ωB97M-V with the def2-TZVPD basis set) of a molecular structure, C26H32AsCrIN4O4.

Properties
Kohn-Sham gap (spin up / spin down): 6.0 / 6.4 eV

Structure (ORCA input):
```
! wB97M-V def2-TZVPD RIJCOSX def2/J DEFGRID3
* xyz 1 4
Cr -0.32300 -1.11917 -0.08817
C 3.61915 0.98494 0.80622
C 3.73405 -0.35579 0.15170
N 4.93074 -0.84735 -0.08209
C 5.06608 -2.03712 -0.69187
C 4.01312 -2.82261 -1.08332
C 4.29122 -4.19128 -1.66456
O 3.50687 -4.52142 -2.80407
C 2.71030 -2.31828 -0.84441
C 1.56058 -3.10564 -1.17952
N 0.32735 -2.82571 -0.87859
C -0.63674 -3.85928 -1.13500
C -0.31697 -5.19796 -0.91441
C -1.24498 -6.20008 -1.13216
C -2.52356 -5.88804 -1.56709
C -2.86438 -4.56454 -1.79696
C -1.92364 -3.57357 -1.58018
I -2.49980 -1.58277 -1.96053
C 2.57061 -1.06178 -0.24304
O 1.38005 -0.51566 -0.04240
H 4.57003 1.24873 1.26128
H 2.82532 0.99180 1.55244
H 3.35907 1.72996 0.05313
H 6.08756 -2.36233 -0.85534
H 4.06755 -4.95318 -0.91567
H 5.35522 -4.25952 -1.89397
H 3.89384 -4.12145 -3.58952
H 1.75221 -4.01912 -1.73195
H 0.66728 -5.45546 -0.54475
H -0.96425 -7.22924 -0.95530
H -3.26301 -6.66278 -1.71415
H -3.85384 -4.30574 -2.14688
O -1.44592 -1.91258 1.23408
N -2.36409 -1.17905 1.79309
N -2.33223 0.00586 1.39082
O -1.41330 0.40505 0.53199
C -3.30921 0.95765 1.84865
C -3.94172 1.75362 0.91069
C -4.88375 2.67026 1.34334
C -5.17787 2.77978 2.69712
C -4.52904 1.97279 3.62139
C -3.58635 1.04866 3.20067
H -3.70841 1.64822 -0.14055
H -5.39088 3.29556 0.62157
H -5.91746 3.49481 3.03095
H -4.75076 2.06505 4.67571
H -3.06186 0.41711 3.90513
C 2.39590 4.73097 0.55094
C 1.36091 4.36449 -0.50924
As 0.37152 2.69754 -0.10658
C -0.96755 2.90216 -1.53963
C -0.40872 2.41177 -2.87567
C -0.63328 3.40722 1.44203
C -0.22176 2.70934 2.73911
H 2.84919 5.69592 0.32177
H 3.19619 3.99196 0.60918
H 1.93694 4.81006 1.53843
H 1.82756 4.26423 -1.49079
H 0.61299 5.15831 -0.58128
H -1.27410 3.94757 -1.61155
H -1.84444 2.31289 -1.26532
H 0.46663 2.98883 -3.17624
H -1.15120 2.49087 -3.67152
H -0.10314 1.36294 -2.80713
H -1.69912 3.27224 1.25045
H -0.44645 4.47914 1.52344
H -0.31755 1.62451 2.64837
H -0.83444 3.03405 3.58218
H 0.82271 2.92165 2.97555
*
```

---

5.
The following is a DFT calculation (ωB97M-V with the def2-TZVPD basis set) of 12 unconnected molecules or ions with the total composition C4H31NO13S in a non-equilibrium geometry.

Properties
Kohn-Sham gap (spin up / spin down): 9.7 / 4.5 eV

Structure (ORCA input):
```
! wB97M-V def2-TZVPD RIJCOSX def2/J DEFGRID3
* xyz 1 2
O -1.92190 1.73729 0.12097
C -1.16356 0.84238 0.46534
N 0.10759 1.24371 0.90521
C 1.15213 0.26707 0.93890
O 1.61921 -0.31106 -0.29710
C -1.60417 -0.58580 0.79362
C -2.29089 -0.61159 2.16623
S -4.10317 -0.51682 2.19119
H 0.28979 2.22459 0.66066
H 0.93073 -0.70014 1.56265
H 2.09334 0.60865 1.36189
H 1.46539 0.34399 -1.06076
H -0.92771 -1.42066 0.78501
H -2.29302 -0.87250 -0.02747
H -1.90833 -1.52616 2.70039
H -2.00283 0.34386 2.65847
H -4.43068 -1.73801 1.70054
H 0.23552 -0.60523 -4.34752
H 1.72605 -0.86997 -4.22826
O 1.09156 -0.39705 -4.79346
H -0.58786 -0.83189 4.51141
H 0.27158 0.09842 3.65968
O 0.03406 -0.84988 3.77529
H -1.41858 2.68061 -1.27342
H -1.25060 2.95388 -2.86813
O -0.92943 3.13099 -1.97293
H 2.89301 -2.02221 -0.73434
H 3.07581 -2.47104 -2.13656
O 3.40616 -2.67819 -1.25461
H -3.02826 0.87310 -2.23491
H -3.40113 1.43354 -0.82400
O -3.72573 1.32423 -1.73513
H 2.25586 -3.44841 1.53929
H 2.61295 -3.62910 -0.01798
O 2.00182 -3.87940 0.71934
H 0.11766 2.55506 4.00072
H 1.49988 2.05585 3.58530
O 0.68509 1.78039 4.03122
H 0.64030 1.62617 -2.18738
H 1.37184 0.70568 -3.26467
O 1.48299 1.23342 -2.45864
H 1.02050 4.62148 1.27992
H 2.11865 3.77699 0.50509
O 1.60725 3.84812 1.31862
H 0.63321 -1.60919 -0.65051
H 0.56191 -3.16283 -0.15162
O 0.22336 -2.49947 -0.81964
H -0.08838 -1.98154 -2.41876
H -1.54844 -1.62636 -3.10493
O -0.60051 -1.46497 -3.07424
*
```